(1)
113
Properties=species:S:1:pos:R:3:mulliken_charge:R:1 method="wB97M-V/def2-TZVPD" gap_ev=8.1 e_lumo_ev=-4.040 e_above_lowest_ev=0.000 total_charge=+1
N 2.3326 1.7070 -0.8918 0.86
H -2.1151 2.8600 -0.3657 0.42
H -2.2716 2.5949 2.2968 0.47
H 1.0602 -1.5635 -2.3362 0.32
C -3.6044 0.3705 1.9778 -1.69
C -0.8216 -1.2183 0.3188 -0.17
C 2.7449 1.9371 5.7991 -0.53
H -1.6641 0.0050 -1.2054 0.75
H 0.7150 -4.4683 3.0298 0.46
O -3.2146 -1.9075 -2.3497 -0.50
H 2.8493 1.0899 5.1280 0.07
H 2.8349 -2.7061 2.1310 0.36
C 2.7106 -2.7688 -1.9180 -1.32
O 4.5756 -4.9411 -2.4464 -0.53
H -0.3896 -3.2685 -1.2327 0.43
H -2.8886 6.0861 -2.8537 0.33
C -2.7716 -1.8522 -1.2520 -0.05
C 2.1283 -1.7976 4.7450 -0.58
H 5.9585 -5.0889 0.6295 0.27
C -0.7900 0.2112 3.8615 -0.95
O 6.3235 -3.7212 3.2772 -0.54
C -2.2599 0.6648 1.2319 0.35
O 2.4684 7.6225 -2.3277 -0.56
H -3.5144 -0.5405 2.5624 0.34
N 3.8596 1.8663 6.7833 0.91
H 1.7669 5.2908 -1.4664 0.31
H -2.2862 -2.0612 -6.2855 0.26
C 0.5221 -1.5195 2.6950 1.45
O -1.8610 1.5640 6.5010 -0.41
O 2.3264 2.8916 -1.1102 -0.49
O 3.5722 1.7767 7.9577 -0.52
I -3.6944 -2.9678 0.3207 0.03
H -6.9565 -2.2167 -7.0574 0.29
H 3.8916 0.3747 -0.5415 0.32
C -2.4541 6.8114 -2.1723 -0.86
N 0.1751 -2.1365 0.4432 0.52
C -5.9831 -2.3827 -6.6062 -0.70
N 1.6829 7.3749 -1.4392 0.96
H -5.8774 -3.4183 -6.2970 0.28
C 0.8645 -2.2949 1.5873 0.36
O 3.7077 -6.4857 -1.2302 -0.53
C 1.8581 6.0794 -0.7279 -0.80
H 1.8034 1.8956 6.3340 0.28
N -1.7719 6.0495 -1.0921 0.93
N -0.6343 -1.0048 -5.5370 0.96
O -1.0594 0.1264 -5.5904 -0.54
C 5.5085 -5.1234 1.6171 -0.64
H 3.2247 -2.4422 -2.8117 0.41
H 1.0853 5.9991 0.0273 0.27
C 2.0038 -3.2643 1.6987 0.31
C 3.4409 0.8570 -1.4042 -0.79
C -1.6358 2.0478 1.6014 -0.17
H -4.4092 0.2029 1.2666 0.33
H -0.8505 -1.3884 -1.8350 -0.35
C -0.5219 -0.5966 2.6106 1.84
H -2.1965 -1.9099 -4.5077 0.14
C 1.4591 -2.3635 -1.7204 0.93
H -4.9061 6.7312 1.3530 0.27
O -5.4731 4.0463 0.1517 -0.53
N 4.1171 -6.0544 -2.2896 0.96
H -0.3638 2.5724 -0.0612 0.00
H -5.4822 5.2679 2.2092 0.28
P -2.2877 0.0547 6.0972 -0.04
O -5.0154 -2.8086 -8.6536 -0.51
C 1.3024 -1.6746 3.8850 -1.11
O -0.8862 5.2912 -1.4241 -0.43
N 5.7063 -3.7834 2.2412 0.94
O -2.0290 0.0623 4.3998 0.17
H 4.4392 -5.3015 1.5401 0.19
H 2.4278 -4.5150 3.4060 0.32
H -1.6972 7.4080 -2.6731 0.29
O 0.7650 8.0912 -1.0919 -0.54
H -0.6802 1.8892 2.1047 0.04
H 2.8464 2.8709 5.2546 0.31
H -2.4229 2.1748 5.9996 0.34
H 2.8789 -1.8747 5.4992 0.50
C 4.0521 -6.9396 -3.4842 -0.82
H -1.1663 3.9396 0.6621 0.54
H 0.9428 -3.9417 -0.3620 1.10
H -6.6597 6.4411 1.5450 0.31
H -5.8069 -1.7005 -5.7831 0.31
H 5.0668 -7.0615 -3.8508 0.31
H 4.1641 1.4676 -1.9319 0.34
H 3.6219 -7.8869 -3.1830 0.32
H 2.8492 6.0793 -0.2845 0.37
C -5.6862 5.9779 1.4171 -0.73
H 2.9792 0.1238 -2.0565 0.14
N -4.9580 -2.1269 -7.6566 0.87
O 0.0379 0.9237 4.3400 -0.29
H 3.2001 -3.4055 -1.1955 0.18
F 1.8910 -5.6439 1.8456 -0.36
H -2.5463 0.7625 0.1902 0.51
H -3.8376 1.1912 2.6469 0.29
H -3.2171 7.4342 -1.7215 0.31
O 5.2285 -2.8263 1.6534 -0.54
N -5.6883 5.2424 0.1237 0.91
C 1.7108 -4.4855 2.5850 -0.62
H -1.1017 -3.0416 -5.3651 0.30
C 0.5344 -3.0063 -0.7203 -2.25
H 5.9875 -5.8640 2.2462 0.33
H 3.4358 -6.4384 -4.2246 0.31
C -1.2052 -0.4154 1.3914 0.73
C -1.3090 2.9054 0.3676 -1.47
C -1.6351 -2.0991 -5.4175 -0.53
O 4.9858 1.8963 6.3327 -0.55
O 1.4628 1.1218 -0.2668 -0.45
O 0.5434 -1.3148 -5.5487 -0.57
O -2.1395 6.2250 0.0538 -0.54
O -5.8951 5.8926 -0.8777 -0.52
H 2.3625 -3.5943 0.7325 -0.80
C -1.4815 -1.0502 -1.0217 -0.46
Br -0.5658 -1.0653 6.9463 -0.18
O -4.1364 -1.2530 -7.4475 -0.53

=====

(2)
62
Properties=species:S:1:pos:R:3:nbo_charge:R:1 method="wB97M-V/def2-TZVPD" gap_ev=8.2 e_lumo_ev=-0.188 smiles="COc1ccc(-c2nc3ccccc3c(C(=O)Nc3ccc(S(=O)(=O)Nc4cc(C)on4)cc3)c2C)cc1"
O 3.3100 -2.2643 -3.7442 -0.27
C 3.7043 0.8834 1.5385 -0.21
C 2.4608 -1.8937 -4.7180 0.35
C 1.6089 2.2752 2.7405 0.12
C 2.5758 -0.5227 -5.2693 -0.66
C -0.2383 0.7065 -0.1798 0.67
H 0.8197 -2.9901 -5.7043 0.26
C -0.7481 -1.5019 -2.1513 -0.20
C 2.4542 0.8052 0.9884 -0.22
H -2.8369 3.1865 1.4281 0.24
C 3.9327 1.6475 2.6938 -0.21
C 2.9092 2.3341 3.2839 -0.18
C 2.0144 -3.9392 -4.0811 0.29
C -2.1298 5.7474 4.8109 -0.27
C -4.0446 7.1836 6.3337 -0.25
N 0.6254 2.9572 3.3485 -0.40
H -4.6581 3.5304 5.0510 0.23
H 0.0883 -0.9159 0.9995 0.41
C -0.3094 -1.6937 -0.8410 0.17
H -0.2792 5.3856 3.8074 0.22
H 0.2355 -5.0426 -0.9604 0.24
N 3.0219 -3.5331 -3.3451 -0.18
H 1.8912 -5.7691 -3.2688 0.42
O -4.3202 5.8797 5.8815 -0.49
S -0.2610 -5.1637 -3.7545 2.32
H -3.0840 2.1738 3.7311 0.21
H -2.9012 1.4222 1.3673 0.22
C -1.5802 3.7065 3.6397 -0.12
C 0.0237 -2.9784 -0.4017 -0.23
H -3.1788 7.2022 7.0032 0.18
C -3.7005 3.9298 4.7563 -0.26
O -0.8505 -4.7908 -5.0001 -0.92
H -4.9306 7.4980 6.8830 0.20
H 4.5278 0.3574 1.0789 0.22
C -0.9401 2.2278 1.6776 -0.03
H 4.9288 1.6918 3.1083 0.22
N 1.4295 -5.1751 -3.9421 -0.83
H 2.0923 -0.4724 -6.2398 0.24
C -0.8080 -2.5780 -3.0166 -0.17
H -1.8385 6.7405 5.1146 0.21
C -2.3141 2.2974 1.0864 -0.66
C 1.3736 1.4919 1.5787 -0.03
H -1.1384 -2.4580 -4.0354 0.24
H 3.6230 -0.2452 -5.3622 0.24
H 2.0942 0.1886 -4.5983 0.24
C -3.3724 5.2263 5.1588 0.30
H 3.0588 2.9351 4.1668 0.23
H 2.2949 0.2317 0.0861 0.21
C -0.5932 2.9321 2.8689 0.22
C -0.0319 -4.0461 -1.2741 -0.17
H -2.2491 2.3201 0.0010 0.25
C 1.6066 -2.9227 -4.9858 -0.39
N -0.1803 -0.6434 0.0626 -0.61
O -0.4892 1.2033 -1.2529 -0.58
C -1.2464 4.9857 4.0697 -0.15
C -2.8196 3.1834 4.0063 -0.17
H -3.8745 7.8711 5.4988 0.18
C 0.0515 1.4944 1.0628 -0.03
H -1.0165 -0.5139 -2.4854 0.25
H 0.3467 -3.1288 0.6182 0.22
C -0.4402 -3.8346 -2.5776 -0.37
O -0.5854 -6.4277 -3.1719 -0.92

=====

(3)
13
Properties=species:S:1:pos:R:3:nbo_charge:R:1 method="wB97M-V/def2-TZVPD" gap_ev=8.1 e_lumo_ev=-0.729 e_above_lowest_ev=4.933
H 0.3983 -2.5497 1.0911 0.23
H -0.3810 -2.4014 -0.4930 0.23
C -0.6853 1.1047 0.6705 0.45
H -2.4665 1.5463 1.1642 0.35
C 0.4684 -2.0684 0.1105 -0.48
H 1.5199 1.5744 -0.3833 0.21
N -1.5897 1.9549 0.8236 -0.63
H 0.7602 0.5972 -1.7191 0.20
H 0.0352 2.1303 -1.2584 0.19
H 1.3992 -2.3599 -0.3749 0.21
N 0.4738 -0.6200 0.3004 -0.03
N -0.5388 -0.1901 0.9585 -0.26
C 0.6063 1.2815 -0.8901 -0.67

=====

(4)
37
Properties=species:S:1:pos:R:3:nbo_charge:R:1 method="wB97M-V/def2-TZVPD" gap_ev=7.0 e_lumo_ev=-4.509 e_above_lowest_ev=1.012 total_charge=+1
C -2.8336 -0.4888 1.5700 -0.43
C 3.1830 0.1209 2.1811 -0.23
C 3.5667 -1.2183 2.0039 -0.13
H 0.7085 -2.4283 0.5899 0.22
H -1.5993 -0.5734 -2.2862 0.18
C -0.6876 -0.0374 -2.5774 -0.24
C -0.0912 2.2432 -1.5567 -0.24
C -0.4460 2.8365 -2.9140 -0.08
C 0.9392 -0.4155 1.3711 -0.22
C -1.1641 -2.0847 2.4822 -0.43
C 1.3953 -1.7195 1.0688 -0.16
H -0.7170 0.1324 -4.7452 0.21
H -3.0536 0.4341 2.1126 0.24
H 0.1236 -0.7606 -2.7627 0.19
H -3.0708 -0.3294 0.5142 0.24
C 1.8976 0.5307 1.8418 -0.09
H -2.1011 -2.4213 2.9305 0.23
H 0.3550 0.3638 -0.8625 0.37
H -1.5114 3.1372 -2.8668 0.17
H -0.8019 0.8816 0.8735 0.25
H 4.5653 -1.5486 2.2862 0.24
H -0.8109 -2.8958 1.8341 0.23
H -2.0802 0.9495 -3.8451 0.16
H -3.4549 -1.2891 1.9628 0.23
H 0.2075 3.6890 -3.1602 0.22
O -0.2158 1.9010 -3.9626 -0.51
C -0.4777 -0.0979 1.2360 0.28
H -0.7476 2.7233 -0.8158 0.17
H 3.9014 0.8465 2.5814 0.24
H 0.9652 2.4701 -1.3118 0.19
C 2.6786 -2.1263 1.3937 -0.21
H 1.5783 1.5703 1.9593 0.22
N -0.3357 0.8139 -1.4492 -0.66
H 2.9907 -3.1510 1.1677 0.24
H -0.4212 -1.9160 3.2746 0.25
N -1.4348 -0.8609 1.7401 -0.27
C -0.9997 0.7190 -3.8595 -0.08

=====

(5)
21
Properties=species:S:1:pos:R:3:nbo_charge:R:1 method="wB97M-V/def2-TZVPD" gap_ev=8.1 e_lumo_ev=-0.337 e_above_lowest_ev=2.599
S 2.5392 0.4914 -1.9459 -0.22
H -2.6870 0.9552 -0.7908 0.24
Si 1.4908 1.2491 -0.1478 0.58
H 3.7730 -1.5233 -1.7973 0.23
H -2.5762 2.3241 0.1062 0.25
H -0.3281 -0.7571 2.3931 0.24
H -1.8936 -1.5942 -1.3070 0.25
H -1.5302 2.0524 -1.3721 0.24
H -0.4548 -1.8107 -0.7359 0.22
C 2.8590 -1.1690 -1.3107 -0.73
H 2.4862 0.7730 1.9407 -0.26
H 3.1267 -1.0432 -0.3191 0.22
H -1.5668 0.5158 2.6217 0.24
H 2.2612 2.4293 -0.1783 -0.15
Si -0.6708 0.4068 0.1515 1.15
C -1.9391 1.6639 -0.4655 -1.10
C -1.1431 -0.2646 1.9455 -1.03
H -1.9640 -0.8801 1.5714 0.23
H 1.8864 -1.7114 -1.5115 0.22
C -0.9906 -1.0400 -1.1635 -1.07
H -0.5446 -0.8546 -2.1556 0.24

=====

no.,largest force on an atom (eV/A)
1,0.97
2,1.69
3,4.95
4,2.25
5,3.17